(1)
ORCA calculation (ωB97M-V/def2-TZVPD) on an isolated ion of composition C4H12N2P and charge +1.

Properties
Frontier orbital gap (eV): 9.95
SMILES string: CC1(C)NPC[NH2+]1
2S+1: 1
Net charge: +1
E (Eh): -610.183709
E_LUMO (eV): -3.335
Energy above the lowest of the compared OMol25 structures with the same formula, charge and spin (kcal per mole): 16.1

XYZ file:
```
19
C4H12N2P, DFT ωB97M-V/def2-TZVPD
C 1.339 -0.739 0.374
H 2.085 1.731 -0.273
C 0.385 0.357 -0.124
C -1.802 -0.839 0.191
H 0.885 1.963 1.238
N -0.297 0.351 -1.583
H -0.584 -2.119 -1.432
H 0.356 2.437 -0.370
H -0.572 -0.122 1.672
H 0.412 0.519 -2.242
H 0.924 -1.803 0.385
P -1.366 -0.992 -1.618
H 1.622 -0.577 1.352
H -1.357 1.029 0.800
H -2.800 -0.469 0.392
C 1.024 1.723 0.151
H 2.225 -0.885 -0.169
H -1.650 -1.756 0.534
N -0.830 0.190 0.722
```

***

(2)
ORCA calculation (ωB97M-V/def2-TZVPD) on a 2-piece molecular cluster, C6H8N2 overall.

Properties
Frontier orbital gap (spin up / spin down) (eV): 8.43 / 8.43
2S+1: 1
E (Eh): -342.742864
E_LUMO (spin up / spin down) (eV): 0.336 / 0.337
Energy above the lowest of the compared OMol25 structures with the same formula, charge and spin (kcal per mole): 119.9

XYZ file:
```
16
C6H8N2, DFT ωB97M-V/def2-TZVPD
N 0.776 -0.996 1.754
H 0.668 0.100 -1.445
C -1.136 -2.476 0.255
H 0.975 2.098 1.110
C 0.531 1.349 0.426
C 0.513 -0.148 0.733
H 2.141 0.224 -0.704
N -0.592 -3.245 0.947
H 0.158 -0.972 2.515
C 1.180 0.271 -0.478
H 0.761 -2.022 1.458
H -0.490 1.771 0.252
C -2.238 -0.805 -1.260
H -3.017 -1.481 -1.604
C -1.376 -1.243 -0.367
H -2.255 0.227 -1.654
```

***

(3)
ORCA calculation (ωB97M-V/def2-TZVPD) on a 2-piece molecular cluster, C4H10O2 overall.

Properties
Frontier orbital gap (eV): 10.89
SMILES string: CC(=O)CCO.[H][H]
2S+1: 1
E (Eh): -308.824150
E_LUMO (eV): 0.919
Energy above the lowest of the compared OMol25 structures with the same formula, charge and spin (kcal per mole): 46.4

XYZ file:
```
16
C4H10O2, DFT ωB97M-V/def2-TZVPD
H -0.849 -1.398 1.741
H -0.721 0.186 2.568
H -1.633 0.245 -0.046
C 0.644 0.071 -1.826
C -0.193 -0.549 1.956
H 1.664 0.272 -2.172
H 0.669 -0.915 2.523
O 0.707 1.285 0.753
C 0.376 0.110 0.724
O -0.055 1.293 -1.737
H 0.049 -1.631 -0.527
H -1.392 0.644 -0.640
H 1.709 -1.090 -0.309
H 0.137 -0.523 -2.594
H 0.293 1.710 -0.921
C 0.685 -0.739 -0.494
```

***

(4)
ORCA calculation (ωB97M-V/def2-TZVPD) on a 2-piece molecular cluster, C5H12NS overall.

Properties
Frontier orbital gap (spin up / spin down) (eV): 8.72 / 8.72
2S+1: 1
Net charge: +1
E (Eh): -650.196117
E_LUMO (spin up / spin down) (eV): -4.608 / -4.609
Energy above the lowest of the compared OMol25 structures with the same formula, charge and spin (kcal per mole): 137.2

XYZ file:
```
19
C5H12NS, DFT ωB97M-V/def2-TZVPD
H 0.477 0.938 2.341
H 0.044 -1.046 -2.316
C -0.083 -0.542 -0.448
H 2.470 -0.023 -0.275
H -0.967 -0.045 1.963
C -2.523 -0.455 -0.550
H 1.922 1.536 0.264
C 0.491 -0.342 -1.739
C -0.202 0.691 1.590
H 0.296 0.672 -2.087
H -0.536 1.703 1.128
C 1.945 0.433 0.550
H 1.537 -0.729 -1.678
H 2.459 0.495 1.605
H -2.709 -1.469 -0.522
S 0.481 -1.830 0.671
H -2.804 -0.102 -1.557
H -2.915 0.149 0.348
N 0.616 -0.036 0.713
```

***

(5)
ORCA calculation (ωB97M-V/def2-TZVPD) on C28H54OP2Pr as an isolated structure.

Properties
Frontier orbital gap (spin up / spin down) (eV): 7.46 / 7.59
2S+1: 3
Net charge: +1
E (Eh): -2374.076889
E_LUMO (spin up / spin down) (eV): -2.481 / -2.390

XYZ file:
```
86
C28H54OP2Pr, DFT ωB97M-V/def2-TZVPD
H 4.194 1.439 -0.335
C -2.186 3.143 -0.010
C -2.364 0.947 1.359
H 3.057 -0.780 -3.613
C -0.059 -1.735 -4.092
P 2.047 2.323 0.417
C 1.852 3.249 1.988
C -2.384 1.536 2.714
H -3.383 1.467 3.176
H 2.725 3.267 -1.726
H -0.130 -2.685 -3.559
C 2.390 -0.672 3.712
C -2.268 1.669 0.138
H 1.388 1.120 5.200
H 2.495 -3.286 1.685
H 3.114 4.381 -0.379
H -2.695 -2.676 -0.607
H 0.688 1.679 -5.106
H -2.039 0.774 -5.114
H -1.987 1.861 -2.667
C -1.023 0.368 -5.008
H -4.149 -1.854 -1.202
Pr 0.037 0.019 0.249
H -2.582 -1.228 3.036
H 0.115 1.960 -2.240
H -2.533 -2.454 1.755
C -2.760 1.164 -2.320
H 2.929 0.193 3.302
H 4.383 2.467 1.120
C 1.556 -3.679 1.270
C -3.052 -1.770 -1.113
H -0.898 -1.436 4.379
H 0.255 1.678 3.947
H 1.877 2.568 2.853
H -4.048 -1.600 2.113
C 3.760 1.696 0.642
H 2.751 -0.850 4.739
H 0.328 -2.511 3.663
H 1.698 -4.737 1.004
C 1.495 0.417 -2.818
H -0.299 0.591 5.236
H 2.050 0.351 -1.869
C -2.508 0.750 -0.924
H -0.666 0.196 -6.038
C -0.123 1.477 -4.386
O 0.474 -0.227 2.354
C 1.285 -1.411 -4.680
C -1.125 -0.950 -4.283
H 3.044 -3.897 -1.063
P 1.066 -2.740 -0.225
C -2.659 -0.553 -0.363
C 0.539 0.819 4.561
H 1.433 4.229 -0.974
H -0.845 -4.244 -0.265
C 0.884 -0.413 3.711
H -0.604 -3.471 -1.850
H -1.480 3.572 0.710
C -2.953 -1.482 2.036
C -0.084 -3.939 -0.998
H -2.138 -1.289 -4.028
H 3.758 0.791 1.270
C 0.175 -1.630 4.293
H 1.172 -1.122 -5.738
H -3.726 1.685 -2.444
H 0.890 3.782 1.994
H 0.563 -1.849 5.296
C -2.592 -0.426 1.057
C 2.126 -0.316 -3.969
H -0.710 2.410 -4.361
H -1.865 3.418 -1.020
C 2.363 3.681 -0.773
H -1.674 1.023 3.376
H 0.459 -4.829 -1.346
H -3.169 3.614 0.157
H -2.640 -1.768 -2.133
H 2.667 3.981 2.083
C 2.591 -2.913 -1.234
C 0.463 1.260 -3.015
H 0.775 -3.610 2.039
H -2.768 0.308 -2.994
H 2.624 -1.556 3.108
H -2.120 2.600 2.682
H 2.440 0.405 -4.742
H 1.876 -2.339 -4.684
H 2.386 -2.785 -2.307
H 3.302 -2.137 -0.927
```

***

(6)
ORCA calculation (ωB97M-V/def2-TZVPD) on C62H62CsGe2NO3P2S2 as an isolated structure.

Properties
Frontier orbital gap (spin up / spin down) (eV): 6.47 / 6.70
2S+1: 1
E (Eh): -8333.249871
E_LUMO (spin up / spin down) (eV): -0.345 / -0.250

XYZ file:
```
135
C62H62CsGe2NO3P2S2, DFT ωB97M-V/def2-TZVPD
H -1.910 5.674 2.705
H -3.341 1.264 2.845
H 0.563 -2.783 -6.611
H -1.135 -6.977 -2.104
C -7.176 1.333 -0.035
C -5.056 -2.278 -0.372
H 6.529 1.396 -0.576
C -2.736 -4.932 0.065
H -0.045 6.438 1.266
C -0.259 0.137 -8.179
O -0.548 1.753 -3.770
H 6.546 -0.905 0.453
H -9.530 1.238 -1.422
H -1.126 -3.316 4.265
C 1.680 0.124 1.948
C -7.070 -3.519 -0.838
C -2.080 -2.793 2.422
H -9.621 0.830 1.098
C -4.275 -2.127 3.974
C -1.713 5.181 1.762
C -0.029 -0.169 6.183
H -5.113 -4.384 -0.752
C -4.943 2.332 0.077
H 3.607 5.055 2.356
C -3.674 0.697 -4.099
C -8.069 0.122 -0.253
H -4.877 4.469 0.209
H 0.076 -0.968 6.920
C -3.431 0.723 -2.733
C -2.609 -3.720 -0.617
C -4.339 -2.008 2.592
C -3.812 1.883 -4.799
Ge 4.079 -0.374 0.301
H 3.022 -0.285 -2.003
Ge 0.569 0.826 3.431
C -1.412 -4.870 -2.377
H -1.216 -3.065 1.825
N 1.194 0.002 -3.610
C -8.908 0.348 -1.522
C -3.245 -2.345 1.798
H -9.569 -0.499 -1.707
C -0.034 -1.226 -7.995
C 3.354 1.799 -1.545
H -0.233 2.097 -7.267
S 0.690 1.321 -4.407
C -5.845 -1.125 -0.295
C 0.567 -0.835 -5.728
H -3.317 -0.216 -2.201
C 2.911 0.517 1.612
H -3.451 4.068 -2.245
H -5.259 -1.665 2.138
C -0.665 5.607 0.958
H 1.718 -0.758 5.026
H -1.097 0.005 6.037
C 1.022 -1.115 -4.322
C 3.791 4.041 2.687
H -1.813 -2.773 -2.378
H 5.991 -0.245 1.976
C -7.706 2.620 0.076
C -7.820 -2.365 -0.703
C -3.121 -2.596 4.582
C -3.724 3.094 -4.126
C -2.508 4.116 1.368
H -3.245 -4.958 1.021
H 0.389 0.739 6.620
C 0.663 -0.522 4.874
H -2.341 2.150 4.004
H -0.578 0.498 -9.148
C -1.550 -6.066 -1.692
C -0.413 4.951 -0.238
C 0.380 -1.728 -6.769
C 4.761 2.505 4.252
H -2.584 0.409 4.174
C 0.337 0.512 -5.928
C 3.271 2.978 1.966
C -6.893 3.732 0.197
C -1.933 -3.704 -1.834
C -2.280 3.459 0.157
H -1.327 -0.010 2.066
C -3.502 3.117 -2.760
H 0.409 5.262 -0.870
S 1.220 -2.646 -3.712
C -2.209 -6.096 -0.469
O -5.149 0.022 -0.037
C -1.208 0.951 2.587
H -7.333 4.716 0.282
H -3.310 3.786 2.017
C 3.776 0.326 -1.508
C -5.509 3.591 0.172
H 2.467 1.944 -0.915
C 4.541 3.809 3.832
C -2.025 -2.934 3.799
H -8.895 -2.419 -0.815
H -8.427 -0.222 1.869
C -5.693 -3.475 -0.663
C 6.510 1.264 0.507
H -9.664 -0.911 0.810
H -2.311 -7.029 0.071
H -3.736 -0.253 -4.615
H -0.182 -1.903 -8.827
H 5.341 2.313 5.146
H -7.555 -4.458 -1.066
H 4.402 0.426 3.871
H -5.136 -1.861 4.574
C -5.798 1.227 0.017
H 2.685 3.165 1.074
P -3.255 -2.121 -0.020
Cs -0.501 0.265 -1.562
H -0.965 3.392 -1.569
H 7.533 1.387 0.870
O 1.699 2.328 -4.570
H -8.263 0.478 -2.392
C -3.339 1.932 -2.044
H -0.879 -4.826 -3.318
H 5.913 2.076 0.928
C -1.207 3.882 -0.631
H -1.107 1.710 1.809
C 4.235 1.442 3.532
C -2.430 1.212 3.451
C 5.945 -0.106 0.893
H -3.983 1.867 -5.868
H 4.127 2.463 -1.155
C 3.478 1.666 2.385
H 3.102 2.119 -2.557
H 4.706 0.164 -2.060
H -8.780 2.753 0.055
H 4.951 4.638 4.394
H 0.204 -1.408 4.423
P -3.178 1.903 -0.195
H -3.830 4.025 -4.667
C -7.226 -1.134 -0.427
H 1.197 -0.746 1.479
C -9.001 -0.057 0.956
C -0.071 1.036 -7.137
H -3.076 -2.706 5.658
```

***

(7)
ORCA calculation (ωB97M-V/def2-TZVPD) on a single C4H4O2 molecule.

Properties
Frontier orbital gap (eV): 10.82
SMILES string: C#CC(=O)CO
2S+1: 1
E (Eh): -305.204686
E_LUMO (eV): -0.017
Energy above the lowest of the compared OMol25 structures with the same formula, charge and spin (kcal per mole): 46.9

XYZ file:
```
10
C4H4O2, DFT ωB97M-V/def2-TZVPD
H -0.163 -1.156 -0.758
H 2.035 0.203 -1.258
H -3.259 0.418 1.045
O 0.921 1.688 0.054
C -2.240 0.329 0.771
C -1.079 0.581 0.594
O 1.896 -0.720 -1.005
C 0.726 -0.722 -0.261
C 0.284 0.661 0.148
H 0.877 -1.283 0.671
```

***

(8)
ORCA calculation (ωB97M-V/def2-TZVPD) on a single C4H8O2 molecule.

Properties
Frontier orbital gap (eV): 10.82
SMILES string: O[C@H]1CCOC1
2S+1: 1
E (Eh): -307.668692
E_LUMO (eV): 0.992
Energy above the lowest of the compared OMol25 structures with the same formula, charge and spin (kcal per mole): 27.4

XYZ file:
```
14
C4H8O2, DFT ωB97M-V/def2-TZVPD
C -0.149 -1.238 0.389
O -1.320 -0.437 0.397
H 0.257 -1.323 1.411
H 1.823 -0.758 -0.475
H 1.311 1.313 0.670
H -0.682 0.987 1.755
O 0.375 -0.598 -1.876
C 0.534 0.993 -0.033
C -0.840 0.874 0.673
H 0.542 1.686 -0.879
H -0.395 -2.230 0.004
H -0.570 -0.386 -1.889
C 0.778 -0.444 -0.530
H -1.610 1.579 0.348
```

***

(9)
ORCA calculation (ωB97M-V/def2-TZVPD) on C3H4CrO4 as an isolated structure.

Properties
Frontier orbital gap (spin up / spin down) (eV): 4.09 / 6.13
2S+1: 4
Net charge: +1
E (Eh): -1461.765623
E_LUMO (spin up / spin down) (eV): -8.339 / -6.314
Energy above the lowest of the compared OMol25 structures with the same formula, charge and spin (kcal per mole): 0.0

XYZ file:
```
12
C3H4CrO4, DFT ωB97M-V/def2-TZVPD
C 1.118 1.441 1.236
O 0.254 -1.975 -1.573
Cr -1.653 -2.495 -1.779
O -1.430 -0.757 -0.872
C 0.264 0.919 0.357
H -0.724 1.316 0.136
C -0.189 -0.957 -0.975
H 2.104 1.001 1.402
H 1.541 2.838 2.477
H -2.778 -3.730 -1.940
O 0.793 2.543 1.950
O 0.700 -0.145 -0.421
```

***

(10)
ORCA calculation (ωB97M-V/def2-TZVPD) on a 4-piece molecular cluster, C20H38BrN5O6S overall.

Properties
Frontier orbital gap (eV): 8.57
SMILES string: CCC[C@@]1(CSCC)OC(=O)[C@@H](Br)[C@]1(N)OC#N.CN(C)C=O.CN(C)C=O.CN(C)C=O
2S+1: 1
E (Eh): -4482.223505
E_LUMO (eV): 0.005
Energy above the lowest of the compared OMol25 structures with the same formula, charge and spin (kcal per mole): 0.0

XYZ file:
```
71
C20H38BrN5O6S, DFT ωB97M-V/def2-TZVPD
C 1.455 -2.592 3.674
H 2.180 -3.121 1.174
C 2.953 1.488 1.761
Br 4.476 -2.449 0.591
C -3.221 2.019 -2.432
C 2.053 -1.437 -0.307
H -4.552 -5.744 -0.741
H -3.620 -4.677 -2.873
H 2.645 0.000 -3.219
H 2.671 1.805 2.778
N 1.572 -3.536 4.281
H -2.514 -1.374 1.877
H 4.914 2.029 0.967
C 4.487 1.209 1.580
C 2.256 -1.084 2.142
H 0.632 1.809 0.835
H -4.333 4.301 -2.227
C 0.587 0.924 1.503
H 5.810 0.397 3.139
C 1.673 0.454 -3.011
S -0.754 -0.130 0.856
H 0.881 -0.206 -3.371
H -4.677 -3.244 -2.825
C -4.031 -2.668 -0.267
C -2.036 -0.407 2.129
C 5.219 1.325 2.978
H 2.545 2.401 -5.422
H 4.146 -1.149 2.950
H -1.233 -1.568 3.873
H -4.269 1.770 -2.611
H 3.018 -0.220 3.796
H 1.854 0.763 -5.533
H -4.088 -2.856 0.820
H -0.674 0.114 3.849
N 3.183 -1.071 3.266
H 4.716 0.271 1.051
C 2.578 -2.107 1.015
O 1.302 3.987 -3.547
H -4.523 4.201 -0.459
H -2.921 -3.048 -2.698
H -2.844 0.348 2.115
C -1.527 -0.538 3.594
H 4.504 1.348 3.826
H -2.786 -5.546 -0.615
H 2.680 2.279 1.038
O 1.711 -1.937 -1.295
H 0.793 2.194 -5.572
N 1.582 1.730 -3.697
H -2.819 2.540 -3.304
H -3.839 -5.020 0.716
H -3.081 4.965 -1.148
C 1.701 1.767 -5.143
C 2.020 0.271 1.405
C -3.752 -5.101 -0.367
O 1.060 -1.717 2.757
H -1.933 1.542 -0.268
H 5.852 2.223 3.060
C 1.388 2.888 -3.032
C -2.416 2.531 -0.179
C -3.761 -3.692 -2.434
N -3.854 -3.795 -0.988
H 1.309 2.749 -1.939
N -3.124 2.882 -1.272
H -2.352 -0.251 4.279
H -2.660 1.099 -2.275
H 1.565 0.586 -1.943
O -4.123 -1.548 -0.731
H 0.383 1.347 2.507
C -3.809 4.163 -1.284
O -2.295 3.211 0.829
O 2.064 -0.098 0.013
```

***

(11)
ORCA calculation (ωB97M-V/def2-TZVPD) on a 3-piece molecular cluster, C5H10O2 overall.

Properties
Frontier orbital gap (eV): 9.70
2S+1: 1
E (Eh): -346.840499
E_LUMO (eV): 0.911
Energy above the lowest of the compared OMol25 structures with the same formula, charge and spin (kcal per mole): 116.0

XYZ file:
```
17
C5H10O2, DFT ωB97M-V/def2-TZVPD
H -2.413 1.441 -0.668
C -0.897 -0.323 -0.938
H 0.780 1.236 -0.216
C -1.919 -0.552 0.137
C -1.787 0.923 0.073
H -1.212 -0.212 -1.969
H -1.533 -1.007 1.047
H 2.429 0.431 0.983
H 0.186 1.598 0.337
H 2.538 -1.243 1.612
H 1.174 -0.221 -1.494
H 2.910 -0.905 -0.106
C 0.466 -0.279 -0.665
H -2.861 -0.978 -0.206
O -1.054 1.606 0.862
O 0.916 -0.883 0.461
C 2.276 -0.631 0.749
```

***

(12)
ORCA calculation (ωB97M-V/def2-TZVPD) on C20H18AsCl2N2O2Pt as an isolated structure.

Properties
Frontier orbital gap (spin up / spin down) (eV): 7.37 / 7.37
2S+1: 1
Net charge: +1
E (Eh): -4308.137264
E_LUMO (spin up / spin down) (eV): -4.070 / -4.071
Energy above the lowest of the compared OMol25 structures with the same formula, charge and spin (kcal per mole): 27.0

XYZ file:
```
46
C20H18AsCl2N2O2Pt, DFT ωB97M-V/def2-TZVPD
C 0.257 -0.831 -3.383
C -3.749 -2.468 1.236
As -0.209 -0.372 0.620
C -1.365 3.460 -0.804
H -2.008 0.632 2.753
H 1.067 -4.054 -2.679
C -3.769 -0.589 2.745
H -4.233 -3.344 0.824
C 0.017 -0.367 -2.099
H -1.983 -2.701 0.037
H 2.733 1.352 -1.004
C -1.876 -0.983 1.331
H -4.269 -0.005 3.506
H 3.973 1.516 0.065
H -1.737 4.412 -0.450
C -2.480 -2.113 0.796
H 0.806 -2.513 -4.590
Pt 1.723 0.398 1.742
C 0.536 -2.579 -1.219
C 3.180 -1.476 0.093
C 0.627 -2.157 -3.583
C -0.664 1.213 -0.382
C -1.140 3.260 -2.161
H 2.787 2.576 4.913
C -4.394 -1.704 2.197
H -1.279 2.587 1.157
O 3.429 -2.580 -0.321
H 4.072 -0.538 -1.458
H 0.150 -0.169 -4.233
H 0.672 -3.246 -0.378
C 2.779 2.487 3.834
H -5.388 -1.979 2.525
Cl 3.743 1.088 3.343
H -0.507 1.906 -3.695
C -0.436 1.001 -1.742
H -1.332 4.064 -2.860
Cl 1.090 2.225 3.298
O 2.469 -1.288 1.217
N 3.216 0.911 -0.231
C -2.502 -0.230 2.319
H 3.160 3.374 3.343
C 0.765 -3.029 -2.513
C -0.673 2.041 -2.633
C -1.115 2.432 0.097
C 0.162 -1.259 -1.030
N 3.695 -0.361 -0.540
```